1.
Formula: C37H61Be2F11MgN7O7PS2
Source: OMol25
Level of theory: the ωB97M-V functional and the def2-TZVPD basis

Values from the calculation:
lowest unoccupied orbital energy	-9.82	eV

Structure (ORCA input):
```
! wB97M-V def2-TZVPD RIJCOSX def2/J DEFGRID3
* xyz 2 1
N -2.6037 -2.0807 -2.3887
C 3.3812 -0.5203 1.4976
C 0.3353 -3.7623 1.0907
C 1.4790 6.7993 -0.0953
H 0.8713 7.7017 -0.1454
H -2.8153 -1.4214 0.1819
H 1.1550 -0.6999 -5.0677
H -5.2108 1.4701 -4.0873
C 2.5214 5.3529 -1.9862
H -3.1186 -2.2857 4.7912
C -0.6248 -2.0850 -5.0226
H -1.7743 0.6657 -0.5323
F 3.4256 7.4360 -1.2729
C 0.8933 6.5896 -5.3135
H 0.7595 5.9889 -0.0088
C -0.8603 -0.2105 -2.4083
H -0.4419 -6.2335 3.4214
H -1.0188 -4.9138 -2.5990
H -0.5441 -4.3129 -0.7796
O 3.0196 -1.9035 7.8688
C -2.2156 -2.3707 0.2229
C 0.1899 -0.8699 -5.5938
N -4.2019 -3.6705 0.3109
H 1.1806 0.2707 -0.1214
H 1.1192 7.3651 -4.5542
H 4.6627 6.6948 2.3216
F 0.5289 -0.0816 -2.6637
H -4.4810 1.4906 -2.4072
N -0.5550 -4.1786 3.7720
H 0.6462 -5.9145 1.0815
H -0.0666 -3.0227 1.8135
S -4.6302 -6.2884 1.5215
H -5.8082 -0.7006 -2.2592
H 1.7223 -1.3444 -0.5903
H -1.0894 -5.5127 1.2111
H 0.1933 7.1393 -5.9755
H 3.8235 0.9266 -0.1071
O -1.2970 2.2633 -6.1335
H -1.2982 0.0167 -3.4117
C 2.2652 6.7463 -1.4182
H -3.5280 -0.2816 -1.5089
Be 2.1629 0.2831 4.0997
C 4.9763 3.2401 6.5001
F -0.4988 6.4478 -1.9711
C -3.9085 -0.2763 -3.7097
C 0.1069 -5.3104 3.1064
N -3.5235 -4.2075 -2.5375
H -2.5602 -4.7334 3.5400
C -0.8385 -2.0760 -0.5274
H 2.8407 1.6448 1.2664
O -0.2413 -1.1356 0.3303
H 5.9313 3.2688 6.9982
H -4.8000 -0.7219 -4.2247
C -0.0288 -3.4125 -0.3995
C 2.7616 5.8314 1.7056
C -0.3566 -4.4292 -3.3367
C 1.1322 -0.8088 0.1824
F 2.2789 5.8209 2.9857
F 1.5358 7.4175 -2.3362
C 4.2898 5.8354 1.7597
C 4.5113 4.1668 5.5846
H 1.7450 -1.8292 2.0923
P -0.1125 -2.6092 -3.2803
H 1.4524 -3.7605 1.1549
F 3.2058 5.4479 -3.1588
H -3.5792 -3.9859 -3.5341
H -5.4385 -5.7108 -2.0341
O 0.4869 5.4252 -4.8344
H 1.5810 4.8337 -2.1841
H 4.9638 5.0616 5.1898
H -0.6947 -4.7813 -4.3472
C 3.6571 0.9410 0.9902
C -1.2288 -1.6844 -1.9783
C -0.0719 -5.2013 1.5450
C -3.6451 -1.0302 -2.3322
S -4.0597 -5.7764 -2.0685
H 4.5983 1.2976 1.4723
C 1.9347 -2.5552 7.5676
C -1.2699 0.9598 -1.4869
H -1.9691 1.6705 -1.9835
H 4.0023 1.3909 7.2795
H 1.9915 -3.6631 7.5678
F 4.7247 4.6896 2.3509
Mg -7.2789 -2.1272 -2.5859
H -0.4239 0.0577 -5.4637
C -1.8883 -3.9529 3.9292
F 2.2718 4.7243 1.1124
H 0.6583 -4.9032 -3.1973
F 4.8274 5.8766 0.5295
H 1.0468 -2.3840 8.2117
H 1.1599 -5.4586 3.4115
C -3.0378 -3.2885 -1.7211
C -2.1282 -2.7067 4.5781
F 3.2788 4.5924 -1.1589
H 0.3359 -0.9655 -6.6930
H 1.9676 2.1692 5.6251
H -0.3711 1.5432 -1.1894
N 3.2706 3.7899 5.1832
C 1.8536 -0.8498 1.5798
H 3.7683 -0.5672 2.5595
C -0.7980 -2.1619 4.8158
H -5.4210 -2.4429 -2.6659
O -1.3657 2.9759 -4.1163
F 1.6692 -5.0035 -1.3783
H 1.3804 -0.0871 2.2708
H -5.2743 -1.7588 -0.8968
H 1.8126 6.5903 -5.9213
H 1.4741 -2.3795 6.5523
O 2.2531 6.9646 1.1074
C 3.9731 2.2636 6.6464
H 0.9593 -3.3560 -0.9450
C 0.1972 -3.1527 4.2786
H -3.0707 -0.3567 -4.4267
H 2.6978 4.2897 4.5204
H -2.0574 -2.5516 1.3091
N -1.1288 3.1473 -5.3083
O -0.6992 4.2811 -5.7085
H 1.2940 -3.0441 4.2672
C -4.3022 1.2533 -3.4757
C -5.1195 -1.5857 -1.9875
H -1.7312 -1.9975 -5.1252
H -0.5926 -1.1817 5.2793
C 2.9233 2.6327 5.8138
N -2.9240 -3.5337 -0.3542
H -3.4884 1.8525 -3.9391
H -0.3489 -2.9565 -5.6708
H 3.9207 -1.3058 0.9299
Be -5.3055 -4.4686 2.6956
C -4.2729 -4.7034 1.0637
*
```

Atom charges from the Mulliken analysis, given in e for atoms 1 to 6: 1.23 -0.55 -0.57 -0.82 0.44 0.43

2.
Formula: H3NS4
Source: OMol25
Level of theory: the ωB97M-V functional and the def2-TZVPD basis

Values from the calculation:
lowest unoccupied orbital energy (alpha / beta)	0.39 / -3.02	eV

Structure (ORCA input):
```
! wB97M-V def2-TZVPD RIJCOSX def2/J DEFGRID3
* xyz 0 3
S 1.2148 -1.2045 -0.8577
S -0.6251 -0.6587 -1.5687
H -2.5179 1.5196 0.4366
H 1.0185 -1.7747 1.4367
N 1.3474 -1.0992 0.8427
S -0.6509 1.3906 -1.7958
H 1.4460 -0.1485 1.3935
S -1.2328 1.9754 0.1127
*
```

Atom charges from the Mulliken analysis, given in e for atoms 1 to 6: 0.04 -0.02 0.18 0.23 -0.43 -0.07

3.
Formula: C4H13NO3
Source: OMol25
Level of theory: the ωB97M-V functional and the def2-TZVPD basis

Values from the calculation:
lowest unoccupied orbital energy	0.66	eV
relative energy (zero: lowest compared OMol25 entry of this formula, charge and spin)	53.4	kcal per mole

Structure (ORCA input):
```
! wB97M-V def2-TZVPD RIJCOSX def2/J DEFGRID3
* xyz 0 1
H -1.0416 1.4439 -0.9319
C -1.5159 1.0216 -0.0079
H 1.7144 -3.0149 1.9258
C -0.4865 1.3925 1.0965
H -2.6575 -0.7785 -0.7290
H -0.8417 -2.3560 -1.0948
O 2.5223 0.2239 -2.3739
H -1.8471 -0.8078 0.8763
H 1.2586 -2.4157 0.6858
O 1.1286 -2.2934 1.6375
H 1.1915 2.2966 0.3409
H -0.6856 2.4861 1.3069
H 1.8204 0.1558 -3.0258
C -0.5939 -1.3492 -0.7097
N 0.9664 1.4761 0.8955
H -2.4741 1.5259 0.1361
H 2.1239 0.6304 -1.5984
H 1.3053 0.6598 0.4105
O 0.4705 -0.7918 -0.8054
C -1.7457 -0.4663 -0.1790
H -0.6122 0.9609 2.1442
*
```

Atom charges from the Mulliken analysis, given in e for atoms 1 to 6: 0.16 -0.40 0.29 -0.71 0.39 0.40

4.
Formula: C2H2Cl2O3
Source: OMol25
Level of theory: the ωB97M-V functional and the def2-TZVPD basis

Values from the calculation:
lowest unoccupied orbital energy	0.31	eV
relative energy (zero: lowest compared OMol25 entry of this formula, charge and spin)	5.8	kcal per mole

Structure (ORCA input):
```
! wB97M-V def2-TZVPD RIJCOSX def2/J DEFGRID3
* xyz 0 1
O 0.1465 1.5177 -0.0640
O 2.6654 -0.5220 -0.5114
H -0.7083 -0.7752 -0.7604
C 1.5935 -0.6297 -0.8002
Cl -2.1161 2.3986 -1.0799
C -0.8189 1.1720 -0.5827
H 0.3458 -2.2088 2.5444
O -1.2715 0.0167 -0.8858
Cl 0.1636 -0.9693 2.1401
*
```

Atom charges from the Mulliken analysis, given in e for atoms 1 to 6: -0.35 -0.09 0.38 0.02 -0.22 0.60

5.
Formula: C6H12S2
Source: OMol25
Level of theory: the ωB97M-V functional and the def2-TZVPD basis

Values from the calculation:
lowest unoccupied orbital energy	0.76	eV
relative energy (zero: lowest compared OMol25 entry of this formula, charge and spin)	40.8	kcal per mole

Structure (ORCA input):
```
! wB97M-V def2-TZVPD RIJCOSX def2/J DEFGRID3
* xyz 0 1
H 3.2359 0.8825 -0.4588
C -1.2200 -0.7030 2.5279
S -1.4429 -3.2309 0.9381
C -0.7026 2.4758 -2.3348
H -0.3474 2.5442 -3.3768
H -1.5636 1.7872 -2.3011
S -0.5243 -2.3696 2.5408
H 2.0170 0.1885 0.6556
H -2.3189 -0.7243 2.6203
H -0.7850 -3.1732 -1.3499
H 0.6546 -3.0633 -0.2893
H 2.5876 1.8707 0.8875
H -0.3726 -1.6203 -0.5576
H -1.0387 3.4753 -2.0113
H -0.9548 -0.1498 1.6112
C 0.3693 1.9928 -1.4628
C -0.3828 -2.7159 -0.4303
C 2.3328 1.1072 0.1333
C 1.2607 1.5909 -0.7381
H -0.8043 -0.1648 3.3963
*
```

Atom charges from the Mulliken analysis, given in e for atoms 1 to 6: 0.29 -0.66 -0.09 -1.22 0.28 0.28